1.
A 2-piece molecular cluster, C3H10N2O2 overall at a distorted geometry, computed with the ωB97M-V functional and the def2-TZVPD basis.

```
! wB97M-V def2-TZVPD RIJCOSX def2/J DEFGRID3
* xyz 0 1
O 1.171 -0.575 2.723
O -0.578 -0.616 -2.016
N 1.268 1.782 -0.495
N -0.859 -0.354 0.212
C -2.300 -0.522 0.273
C 1.242 0.349 -0.782
C -0.169 -0.156 -0.960
H 1.717 0.099 -1.737
H -2.523 -1.594 0.369
H -0.350 -0.036 1.019
H 2.193 2.170 -0.589
H -2.738 -0.145 -0.646
H -2.622 -0.093 1.220
H 0.718 2.360 -1.130
H 1.748 -0.168 0.030
H 0.784 0.023 3.387
H 1.374 -1.304 3.326
*
```

## Properties
total energy = -380.29472 Ha
relative energy (zero: lowest compared OMol25 entry of this formula, charge and spin) = 26.3 kcal/mol
structure (SMILES) = CNC(=O)CN.O
HOMO-LUMO gap = 0.3522 Ha


2.
A 2-piece molecular cluster, C4H6FNO2 overall at a distorted geometry, computed with the ωB97M-V functional and the def2-TZVPD basis.

```
! wB97M-V def2-TZVPD RIJCOSX def2/J DEFGRID3
* xyz 0 1
F 0.323 -2.114 -0.511
O 2.094 -0.937 0.086
O -1.260 0.007 -0.604
N -0.211 -0.535 2.041
C 0.982 -0.918 -0.285
C 0.523 1.553 -0.108
C 0.119 0.233 -0.750
C -1.171 -0.955 1.584
H 0.722 1.416 0.949
H 1.413 1.939 -0.594
H -1.496 -0.831 -1.027
H 0.339 0.289 -1.839
H -2.082 -1.405 1.290
H -0.295 2.256 -0.231
*
```

## Properties
total energy = -461.08772 Ha
relative energy (zero: lowest compared OMol25 entry of this formula, charge and spin) = 28.9 kcal/mol
structure (SMILES) = C[C@H](O)C(=O)F.C#N
HOMO-LUMO gap = 0.4170 Ha


3.
C10H13F2NO7P2S3Sr as an isolated structure, computed with the ωB97M-V functional and the def2-TZVPD basis.

```
! wB97M-V def2-TZVPD RIJCOSX def2/J DEFGRID3
* xyz -2 1
Sr -0.092 0.287 -0.165
S -4.414 3.534 -0.956
S -2.322 -1.409 -1.806
S -1.239 -4.248 -1.943
P 1.160 3.424 -0.160
P 3.028 1.215 0.817
F -2.620 0.484 2.545
F -1.635 2.451 2.154
O 2.044 4.410 -0.799
O 4.307 1.593 0.183
O 0.287 2.501 -0.996
O 3.259 1.015 2.414
O 2.257 0.000 0.361
O 1.956 2.428 0.867
O 0.219 4.168 0.912
N 0.060 -2.264 -0.919
C -2.752 4.169 -0.639
C 0.885 -3.364 -0.809
C -1.339 1.014 2.226
C 2.350 -5.715 -0.709
C -1.085 -2.534 -1.494
C 1.080 -5.743 -1.265
C -4.132 1.825 -0.450
C 2.885 -4.523 -0.213
C 0.352 -4.561 -1.313
C 2.166 -3.342 -0.257
H -2.542 4.160 0.427
H 0.666 -6.666 -1.652
H 4.013 1.565 2.651
H 2.560 -2.401 0.112
H -0.386 3.549 1.357
H -5.081 1.294 -0.511
H -0.816 0.970 3.195
H -3.424 1.339 -1.121
H -2.701 5.190 -1.013
H -3.759 1.776 0.572
H 3.881 -4.522 0.211
H 2.933 -6.628 -0.662
H -2.008 3.559 -1.150
*
```

## Properties
total energy = -3078.52581 Ha
relative energy (zero: lowest compared OMol25 entry of this formula, charge and spin) = 0.0 kcal/mol
HOMO-LUMO gap = 0.2433 Ha


4.
One molecule with the formula C4H7OP, computed with the ωB97M-V functional and the def2-TZVPD basis.

```
! wB97M-V def2-TZVPD RIJCOSX def2/J DEFGRID3
* xyz 0 1
P -1.533 -0.384 0.270
O 1.057 -0.843 -0.339
C -0.916 0.959 -0.835
C -0.253 0.925 0.514
C 1.116 0.270 0.518
C -0.112 -1.576 -0.093
H 1.392 -0.031 1.541
H -1.609 1.765 -1.030
H 1.891 0.931 0.119
H -0.314 0.671 -1.689
H -0.310 -2.196 -0.970
H -0.003 -2.231 0.787
H -0.405 1.741 1.208
*
```

## Properties
total energy = -573.16271 Ha
relative energy (zero: lowest compared OMol25 entry of this formula, charge and spin) = 20.4 kcal/mol
structure (SMILES) = C1OCP2C[C@H]12
HOMO-LUMO gap = 0.3837 Ha


5.
C33H42Cl3N2O9S6SiSn as an isolated structure, computed with the ωB97M-V functional and the def2-TZVPD basis.

```
! wB97M-V def2-TZVPD RIJCOSX def2/J DEFGRID3
* xyz -1 1
Sn 0.185 -1.156 -1.058
Cl -5.138 -6.673 -0.421
Cl -1.587 -3.050 1.405
Cl -1.639 -4.393 -3.844
S -1.908 1.836 -2.462
S 3.685 1.538 -3.270
S 2.420 -2.586 -2.899
S 6.658 1.430 -3.235
S 4.970 -1.006 -3.005
S 0.899 0.492 -3.200
Si 1.817 0.406 2.154
O -0.606 -3.066 -1.443
O 0.224 0.300 1.448
O -6.447 1.874 2.834
O -1.808 -0.333 -0.686
O -4.759 2.775 3.821
O -3.097 2.352 -1.691
O -3.981 -1.833 -1.312
O -0.332 2.473 1.468
O -5.789 -0.685 -1.139
N -5.248 2.059 2.960
N -4.629 -0.928 -0.831
C -2.258 -4.572 -2.223
C -4.862 0.564 1.053
C -2.593 0.114 0.231
C -1.651 -3.819 -1.197
C 2.399 2.463 0.266
C -3.287 -4.835 0.321
C -1.653 2.413 -5.116
C -2.979 1.579 2.140
C -2.804 1.418 -4.995
C -3.318 -5.433 -2.004
C 1.915 -2.301 1.160
C 2.205 -1.452 2.413
C 4.325 1.659 1.649
C 1.759 2.887 3.727
C 3.446 0.290 -0.224
C -3.818 -5.565 -0.724
C 3.223 -1.027 -3.043
C -2.230 -3.978 0.076
C -2.536 0.645 -3.706
C -1.578 3.096 -3.753
C -4.344 1.381 2.033
C -4.007 -0.077 0.195
C 1.329 -2.065 3.526
C 0.339 1.020 4.524
C 1.680 1.348 3.837
C 5.190 0.692 -3.177
C -0.669 1.317 1.409
C 2.602 0.170 -3.151
C 3.032 1.225 0.930
C 2.817 0.940 4.798
C -2.111 0.936 1.293
C 1.725 -2.780 -4.559
C 3.690 -1.676 2.776
H 4.828 0.817 2.138
H 1.514 2.194 -0.321
H -5.927 0.434 0.947
H -1.755 -0.106 -3.842
H -2.875 0.755 -5.857
H 2.092 3.220 0.991
H 3.806 1.179 4.389
H 5.020 2.078 0.911
H 2.464 -1.976 0.279
H 2.527 -2.925 -5.280
H 2.204 -3.340 1.365
H 2.721 3.227 3.338
H 1.645 3.310 4.734
H 3.848 -2.743 2.987
H 1.084 -3.662 -4.516
H 0.263 -1.899 3.335
H 1.130 -1.903 -4.808
H 4.010 -1.115 3.656
H 2.800 -0.121 5.051
H 4.034 -0.569 0.107
H 2.583 -0.076 -0.782
H 4.070 0.859 -0.928
H 4.145 2.426 2.403
H -0.720 1.881 -5.315
H 0.302 1.534 5.493
H 0.979 3.300 3.096
H 0.205 -0.046 4.708
H -3.693 -4.924 1.320
H 2.700 1.497 5.737
H -3.418 0.173 -3.271
H -3.749 -5.988 -2.826
H -1.811 3.135 -5.920
H -2.377 3.826 -3.611
H 0.852 -2.307 0.928
H 1.493 -3.151 3.546
H 3.131 2.907 -0.422
H 4.354 -1.407 1.950
H -0.517 1.367 3.943
H -3.752 1.956 -4.904
H -0.609 3.551 -3.542
H 1.569 -1.685 4.518
H -2.611 2.261 2.895
*
```

## Properties
total energy = -6342.89903 Ha
relative energy (zero: lowest compared OMol25 entry of this formula, charge and spin) = 4.5 kcal/mol
HOMO-LUMO gap = 0.2598 Ha


6.
A 2-piece molecular cluster, C6H12N2O overall, computed with the ωB97M-V functional and the def2-TZVPD basis.

```
! wB97M-V def2-TZVPD RIJCOSX def2/J DEFGRID3
* xyz 0 1
O 0.046 -0.207 2.659
N -0.588 -2.252 0.173
N -0.377 -0.884 0.140
C 1.741 1.606 -1.092
C 0.706 0.843 -0.814
C 0.148 -0.389 -0.989
C 0.029 0.643 1.580
C 0.035 -1.094 -2.318
C -1.195 1.497 1.463
H 1.826 2.617 -0.695
H 2.599 1.257 -1.669
H -0.895 -1.661 -2.395
H -2.026 0.922 1.047
H 0.871 -1.787 -2.456
H -1.496 1.865 2.453
H -1.008 2.350 0.813
H -0.987 -2.519 1.064
H 0.083 -0.366 -3.128
H 0.237 -2.813 -0.030
H 0.986 1.144 1.558
H -0.737 -0.773 2.637
*
```

## Properties
total energy = -420.36381 Ha
relative energy (zero: lowest compared OMol25 entry of this formula, charge and spin) = 138.1 kcal/mol
HOMO-LUMO gap (alpha / beta) = 0.2778 / 0.2777 Ha


7.
C18H24F6N5O4S3Sc as an isolated structure at a distorted geometry, computed with the ωB97M-V functional and the def2-TZVPD basis.

```
! wB97M-V def2-TZVPD RIJCOSX def2/J DEFGRID3
* xyz 2 1
Sc 10.164 9.250 7.633
S 12.679 9.012 6.651
S 10.178 9.641 10.979
S 7.642 9.711 9.951
F 10.141 12.117 9.911
F 11.989 11.506 10.820
F 5.763 11.005 11.261
F 10.200 12.063 12.001
F 7.411 12.358 10.564
F 5.933 11.620 9.160
O 8.232 9.983 8.573
O 10.710 9.195 9.688
O 6.726 8.626 9.922
O 10.790 9.038 12.107
N 9.543 8.575 5.423
N 10.502 11.281 7.000
N 9.726 6.882 7.966
N 8.606 9.514 11.184
N 5.322 7.720 7.044
C 11.830 11.632 7.192
C 10.644 11.450 10.909
C 7.311 6.296 7.432
C 12.116 12.977 7.627
C 14.157 11.054 7.490
C 8.611 7.442 5.026
C 12.862 10.689 7.113
C 7.141 7.715 5.283
C 9.916 13.605 6.895
C 9.628 12.263 6.589
C 13.452 13.245 8.066
C 8.263 11.809 6.173
C 6.808 7.575 6.819
C 11.130 13.978 7.454
C 6.613 11.353 10.253
C 14.422 12.296 8.012
C 9.139 6.161 5.657
C 8.793 6.059 7.141
H 6.568 7.045 4.614
H 10.232 6.066 5.499
H 9.164 14.355 6.622
H 7.106 6.290 8.504
H 5.146 7.690 8.014
H 8.332 10.827 5.735
H 10.570 6.376 8.149
H 8.655 5.305 5.088
H 9.008 4.981 7.384
H 9.381 6.991 8.909
H 11.363 15.031 7.602
H 7.208 8.496 7.278
H 9.466 9.453 4.894
H 7.786 12.537 5.464
H 15.373 12.441 8.439
H 4.807 6.989 6.534
H 14.953 10.322 7.262
H 5.011 8.630 6.769
H 10.526 8.325 5.188
H 6.793 5.378 7.072
H 8.667 7.384 3.909
H 7.601 11.793 7.044
H 13.724 14.251 8.346
H 6.868 8.756 4.917
*
```

## Properties
total energy = -3829.13936 Ha
relative energy (zero: lowest compared OMol25 entry of this formula, charge and spin) = 0.0 kcal/mol
HOMO-LUMO gap = 0.2453 Ha


8.
A 2-piece molecular cluster, C3H6N2O3 overall at a distorted geometry, computed with the ωB97M-V functional and the def2-TZVPD basis.

```
! wB97M-V def2-TZVPD RIJCOSX def2/J DEFGRID3
* xyz 0 1
O -2.383 1.145 0.134
O -2.326 2.869 -1.195
O -0.798 1.448 -1.314
N -0.551 -0.970 -0.889
N -1.901 1.881 -0.705
C 2.079 -0.550 1.454
C 0.173 -1.310 0.090
C 1.130 -0.197 0.587
H 0.384 -2.259 0.560
H -0.554 0.429 -1.247
H 2.958 -0.042 1.826
H 2.160 -1.676 1.660
H 0.957 0.788 0.301
H -1.327 -1.555 -1.262
*
```

## Properties
total energy = -452.95088 Ha
relative energy (zero: lowest compared OMol25 entry of this formula, charge and spin) = 157.0 kcal/mol
structure (SMILES) = O=[N+]([O-])O.[H]/N=C/C=C
HOMO-LUMO gap = 0.3809 Ha


9.
A 2-piece molecular cluster, C30H33O7 overall at a distorted geometry, computed with the ωB97M-V functional and the def2-TZVPD basis.

```
! wB97M-V def2-TZVPD RIJCOSX def2/J DEFGRID3
* xyz -1 1
O -1.828 4.098 5.595
O 2.702 1.011 4.537
O -1.218 1.540 -3.158
O 0.057 -2.273 -3.230
O 2.750 -0.945 0.269
O 0.509 0.053 -3.321
O -2.092 -2.972 -2.898
C -5.321 -0.275 -1.818
C 1.039 0.785 2.010
C -1.706 2.254 4.084
C 5.321 -0.531 4.246
C 0.457 -3.549 -2.816
C 2.792 0.692 -3.104
C 0.251 3.609 4.353
C 5.349 -1.719 1.713
C 1.962 -3.678 -2.902
C -1.296 -2.063 -3.125
C -1.124 5.142 6.219
C 4.262 -0.362 3.374
C 4.273 -0.953 2.116
C -1.083 3.351 4.695
C 3.022 0.409 3.537
C -1.041 1.456 3.194
C 0.924 2.798 3.483
C 0.305 1.690 2.887
C -3.805 -0.520 -1.850
C -3.221 -0.401 -3.274
C 2.268 0.282 2.280
C 6.411 -1.878 2.581
C 6.397 -1.290 3.836
C 3.045 -0.592 1.391
C 1.348 1.133 -3.037
C -6.051 -1.234 -2.774
C -5.513 -1.083 -4.207
C -1.753 -0.708 -3.273
C -3.995 -1.315 -4.255
C -0.819 0.382 -3.255
H 7.240 -1.417 4.495
H -1.535 0.604 2.758
H -3.343 0.641 -3.612
H 3.486 1.500 -2.877
H 3.023 0.305 -4.096
H -5.904 -2.267 -2.436
H 2.300 -3.500 -3.922
H -3.280 0.164 -1.174
H -5.530 0.758 -2.120
H -3.588 -1.527 -1.480
H -6.028 -1.774 -4.889
H -1.796 5.643 6.918
H 7.265 -2.458 2.276
H -5.739 -0.074 -4.572
H -7.136 -1.066 -2.744
H 0.098 -3.685 -1.789
H -2.726 2.045 4.353
H 5.293 -0.068 5.217
H -0.065 -4.276 -3.446
H 2.443 -2.924 -2.278
H -0.793 5.861 5.469
H -5.709 -0.376 -0.795
H 2.314 -4.660 -2.589
H 1.968 2.977 3.282
H -3.606 -1.186 -5.272
H 1.079 1.497 -2.039
H 1.111 1.927 -3.753
H -0.276 4.735 6.771
H -3.781 -2.354 -3.989
H 0.557 0.453 1.104
H 2.968 -0.122 -2.401
H 0.765 4.444 4.793
H 5.346 -2.167 0.735
*
```

## Properties
total energy = -1689.69731 Ha
HOMO-LUMO gap = 0.1439 Ha


10.
A 2-piece molecular cluster, C9H6N2S2 overall at a distorted geometry, computed with the ωB97M-V functional and the def2-TZVPD basis.

```
! wB97M-V def2-TZVPD RIJCOSX def2/J DEFGRID3
* xyz 0 1
S -0.987 -0.085 -1.756
S -4.114 -0.026 1.803
N -0.437 0.328 0.735
N -1.955 3.006 1.264
C 0.646 -0.448 -1.204
C 1.946 -0.357 0.877
C 2.842 -1.199 -1.237
C 0.741 -0.141 0.171
C -2.656 2.163 0.991
C 1.682 -0.937 -1.909
C 2.987 -0.873 0.098
C -3.501 1.141 0.694
C -1.335 0.384 -0.142
H 1.613 -1.308 -2.867
H -2.900 -0.262 2.247
H 3.543 -1.691 -1.836
H 4.007 -1.042 0.480
H -4.151 1.315 -0.229
H 2.029 0.032 1.822
*
```

## Properties
total energy = -1252.30020 Ha
relative energy (zero: lowest compared OMol25 entry of this formula, charge and spin) = 66.9 kcal/mol
HOMO-LUMO gap (alpha / beta) = 0.2854 / 0.2800 Ha


11.
C28H25ClMoN2O3Si as an isolated structure, computed with the ωB97M-V functional and the def2-TZVPD basis.

```
! wB97M-V def2-TZVPD RIJCOSX def2/J DEFGRID3
* xyz 2 3
Mo -1.129 0.753 0.972
Cl -2.074 4.600 7.070
Si 1.588 -0.104 -0.790
O -2.082 2.489 1.125
O 0.487 0.803 0.256
O -1.221 0.613 2.862
N -2.691 -0.196 0.064
N -3.975 -1.590 -1.479
C -1.093 1.255 5.117
C 0.055 -3.533 1.044
C 1.303 -1.840 -0.187
C -2.137 3.788 4.510
C 2.207 -2.836 -0.571
C 5.858 1.462 -0.008
C 0.971 -4.500 0.651
C -1.919 2.840 3.480
C 4.103 -0.099 0.483
C 2.041 -4.151 -0.160
C -0.034 0.816 -5.052
C 1.261 0.355 -4.872
C 5.065 2.059 -0.979
C -1.829 3.469 5.804
C -3.305 -0.865 -0.674
C -2.251 3.204 2.165
C 3.291 0.488 -0.494
C -5.010 -0.999 -2.354
C 0.918 0.279 -2.475
C -1.305 2.200 6.101
C 1.736 0.094 -3.593
C 0.234 -2.228 0.616
C -1.398 1.562 3.800
C -3.730 -3.047 -1.558
C 5.378 0.384 0.725
C -0.384 0.738 -2.685
C -0.863 1.011 -3.955
C 3.790 1.577 -1.222
H 0.852 -5.523 0.982
H -5.959 -1.489 -2.146
H -2.919 -3.318 -0.887
H 3.061 -2.583 -1.189
H -3.457 -3.294 -2.581
H -4.641 -3.571 -1.275
H 5.444 2.897 -1.549
H -5.095 0.064 -2.151
H -0.698 0.278 5.356
H -2.701 4.180 1.982
H -4.724 -1.160 -3.391
H -0.775 -3.794 1.687
H 3.740 -0.944 1.058
H -2.541 4.763 4.267
H 6.000 -0.079 1.478
H -1.041 0.893 -1.830
H 1.906 0.210 -5.728
H 6.856 1.836 0.176
H 3.182 2.047 -1.986
H -1.067 1.964 7.131
H 2.755 -4.904 -0.465
H -0.530 -1.507 0.938
H -1.867 1.390 -4.096
H 2.758 -0.245 -3.470
H -0.395 1.036 -6.048
*
```

## Properties
total energy = -2234.62775 Ha
relative energy (zero: lowest compared OMol25 entry of this formula, charge and spin) = 0.0 kcal/mol
HOMO-LUMO gap (alpha / beta) = 0.2549 / 0.2200 Ha


12.
C30H26BN7O6W as an isolated structure, computed with the ωB97M-V functional and the def2-TZVPD basis.

```
! wB97M-V def2-TZVPD RIJCOSX def2/J DEFGRID3
* xyz 2 3
W 0.275 -1.569 0.477
O -0.063 0.466 2.723
O -4.895 1.792 -4.031
O -2.203 -0.067 2.102
O -1.491 -2.826 0.527
O -1.281 -4.934 -0.036
O 0.426 -3.553 -0.002
N -2.759 2.308 -4.629
N -0.848 -3.867 0.146
N 2.201 -0.769 0.209
N 1.485 -2.363 2.106
N -3.226 0.820 -2.850
N -0.410 -1.002 -1.442
N 2.725 -2.196 2.033
C -2.246 0.922 3.086
C -3.710 1.663 -3.877
C -1.548 -0.293 -1.571
C 3.139 -1.308 1.031
C -1.785 2.823 4.980
C 0.110 -5.086 4.958
C 0.882 2.993 -4.602
C -1.275 3.165 -2.874
C -0.004 3.510 -2.446
C 4.874 -0.076 -0.014
C -3.088 2.491 4.607
C -1.467 2.701 -4.172
C 0.272 -1.369 -2.547
C -2.056 0.092 -2.807
C 1.929 -4.212 3.649
C -0.955 1.249 3.455
C -0.178 -1.033 -3.803
C -0.309 -3.280 3.437
C 1.039 -3.297 3.080
C 1.452 -5.105 4.587
C 2.456 3.875 -2.835
C -3.350 1.524 3.643
C -0.768 -4.177 4.386
C 1.095 3.434 -3.301
C -0.680 2.206 4.406
C -1.344 -0.301 -3.944
C 4.480 -1.006 0.940
C 3.920 0.512 -0.834
C 2.598 0.143 -0.705
C -0.384 2.621 -5.035
B -0.872 -0.323 1.929
H 0.126 3.896 -1.441
H 1.710 2.952 -5.299
H 4.194 1.248 -1.576
H -2.066 -0.023 -0.657
H 2.439 4.919 -2.521
H -3.170 2.845 -5.380
H -1.634 3.581 5.736
H 1.172 -1.954 -2.402
H 2.966 -4.232 3.350
H -0.997 -2.566 3.005
H -3.951 0.596 -2.184
H 5.918 0.189 -0.109
H -4.356 1.260 3.351
H -2.122 3.276 -2.209
H 2.125 -5.825 5.029
H 2.793 3.294 -1.972
H 5.181 -1.481 1.610
H 3.199 3.779 -3.626
H 0.332 2.456 4.691
H -1.720 -0.048 -4.925
H -0.536 2.282 -6.053
H -3.915 2.999 5.083
H 0.375 -1.358 -4.673
H -0.250 -5.792 5.694
H 1.830 0.574 -1.335
H -1.809 -4.162 4.678
*
```

## Properties
total energy = -2084.93741 Ha
relative energy (zero: lowest compared OMol25 entry of this formula, charge and spin) = 0.0 kcal/mol
HOMO-LUMO gap (alpha / beta) = 0.1984 / 0.1894 Ha


Which of these has the highest total energy?
C3H10N2O2


Among the records above, which one has the highest total energy?
C3H10N2O2


What is the formula in the eighth record?
C3H6N2O3